{"formula": "C34H40F3N8O5PRuS3", "method": "ωB97M-V with the def2-TZVPD basis set", "species": ["Ru", "N", "C", "C", "C", "C", "C", "C", "S", "O", "O", "N", "C", "N", "C", "C", "C", "N", "H", "H", "H", "H", "H", "H", "H", "H", "H", "C", "C", "C", "C", "P", "C", "C", "C", "C", "C", "C", "C", "C", "C", "C", "H", "H", "H", "H", "H", "H", "H", "H", "H", "H", "H", "H", "H", "H", "H", "H", "H", "H", "H", "H", "H", "H", "H", "F", "C", "F", "F", "N", "C", "C", "C", "C", "C", "C", "S", "O", "O", "N", "C", "S", "C", "C", "N", "H", "H", "H", "H", "H", "H", "H", "H", "O", "N"], "xyz": [[0.221, -0.457, 0.014], [-5.898, -0.711, 4.343], [-4.541, -0.761, 4.103], [-3.698, 0.259, 4.562], [-2.343, 0.208, 4.316], [-1.810, -0.836, 3.567], [-2.637, -1.858, 3.109], [-3.988, -1.821, 3.376], [-0.077, -1.063, 3.547], [0.149, -2.478, 3.483], [0.472, -0.263, 4.597], [0.548, -0.394, 2.094], [1.883, -0.682, 1.956], [2.721, -1.067, 2.915], [3.961, -1.320, 2.542], [4.416, -1.229, 1.222], [3.487, -0.881, 0.277], [2.233, -0.603, 0.641], [-6.210, -0.119, 5.094], [-6.408, -1.574, 4.266], [-4.110, 1.072, 5.150], [-1.682, 0.961, 4.726], [-2.209, -2.714, 2.603], [-4.627, -2.629, 3.039], [4.640, -1.635, 3.328], [5.441, -1.445, 0.960], [3.716, -0.812, -0.778], [-3.736, 1.911, -2.062], [-2.263, 1.476, -1.986], [-2.089, 0.241, -2.881], [-1.421, 2.626, -2.558], [-1.763, 0.976, -0.212], [-3.318, 0.177, 0.324], [-4.346, 0.834, 1.000], [-5.597, 0.248, 1.134], [-5.849, -0.998, 0.580], [-4.829, -1.674, -0.072], [-3.574, -1.098, -0.183], [-1.432, 2.527, 0.808], [-1.491, 2.169, 2.301], [-2.357, 3.724, 0.559], [0.018, 2.959, 0.525], [-3.944, 2.209, -3.094], [-3.945, 2.768, -1.423], [-4.424, 1.110, -1.801], [-2.299, 0.527, -3.915], [-2.792, -0.549, -2.617], [-1.075, -0.157, -2.844], [-1.518, 2.613, -3.647], [-0.367, 2.552, -2.329], [-1.774, 3.597, -2.223], [-4.198, 1.818, 1.413], [-6.378, 0.774, 1.666], [-6.833, -1.443, 0.666], [-5.007, -2.656, -0.494], [-2.793, -1.643, -0.697], [-2.487, 1.897, 2.637], [-1.169, 3.043, 2.876], [-0.810, 1.354, 2.534], [-3.401, 3.516, 0.779], [-2.295, 4.111, -0.452], [-2.040, 4.526, 1.231], [0.724, 2.159, 0.760], [0.259, 3.799, 1.182], [0.178, 3.290, -0.500], [2.725, 2.428, -2.933], [2.011, 1.326, -2.871], [1.469, 1.317, -1.628], [1.004, 1.396, -3.753], [8.250, -1.884, -0.125], [7.332, -1.417, -1.018], [6.911, -2.213, -2.096], [5.961, -1.748, -2.980], [5.408, -0.485, -2.792], [5.825, 0.327, -1.737], [6.773, -0.134, -0.857], [4.296, 0.166, -3.951], [4.589, 1.530, -4.202], [4.117, -0.757, -5.023], [2.774, 0.136, -3.065], [2.020, -1.070, -2.995], [2.452, -2.495, -3.872], [1.103, -3.307, -3.212], [0.404, -2.474, -2.426], [0.943, -1.212, -2.254], [8.755, -2.729, -0.325], [8.678, -1.252, 0.528], [7.347, -3.194, -2.242], [5.656, -2.355, -3.823], [5.422, 1.328, -1.624], [7.106, 0.497, -0.041], [0.872, -4.326, -3.480], [-0.540, -2.714, -1.976], [-0.324, -3.126, 0.501], [-0.554, -2.023, 0.232]], "e_above_lowest_kcal_mol": 11.2, "homo_energy_ev": [-10.53, -10.53], "charge": 1, "orbital_gap_ev": [7.66, 7.00], "multiplicity": 2}

***

{"formula": "C34H40FeO6P2Te", "method": "ωB97M-V with the def2-TZVPD basis set", "species": ["Fe", "O", "P", "C", "C", "C", "C", "C", "C", "C", "C", "C", "C", "C", "C", "C", "C", "C", "C", "C", "C", "H", "H", "H", "H", "H", "H", "H", "H", "H", "H", "H", "H", "H", "H", "H", "C", "C", "C", "C", "C", "C", "C", "C", "C", "C", "H", "H", "H", "H", "H", "H", "H", "H", "H", "H", "H", "H", "C", "C", "O", "O", "H", "H", "H", "C", "C", "O", "P", "O", "Te", "O", "C", "C", "H", "H", "H", "H", "H", "H", "H", "H", "H", "H"], "xyz": [[0.644, 0.920, 0.385], [-0.656, -0.497, -0.744], [-1.402, -1.650, -1.303], [-0.349, -2.684, -2.328], [-0.830, -3.744, -3.099], [0.038, -4.452, -3.911], [1.383, -4.105, -3.970], [1.858, -3.041, -3.214], [0.997, -2.327, -2.399], [-2.792, -1.108, -2.315], [-3.927, -1.893, -2.511], [-4.905, -1.482, -3.400], [-4.758, -0.292, -4.101], [-3.628, 0.494, -3.904], [-2.647, 0.086, -3.020], [-2.117, -2.666, 0.012], [-1.821, -4.008, 0.217], [-2.328, -4.664, 1.329], [-3.120, -3.977, 2.238], [-3.401, -2.630, 2.045], [-2.897, -1.971, 0.938], [-1.882, -4.005, -3.064], [-0.329, -5.277, -4.509], [2.058, -4.660, -4.609], [2.904, -2.767, -3.265], [1.345, -1.496, -1.795], [-4.050, -2.812, -1.948], [-5.795, -2.082, -3.546], [-5.525, 0.028, -4.794], [-3.524, 1.430, -4.437], [-1.767, 0.691, -2.837], [-1.184, -4.533, -0.485], [-2.090, -5.707, 1.496], [-3.500, -4.492, 3.112], [-3.994, -2.091, 2.772], [-3.074, -0.909, 0.791], [-0.173, 5.202, -1.211], [0.745, 3.969, -1.070], [1.531, 3.853, -2.385], [-0.108, 2.710, -0.895], [1.678, 4.160, 0.131], [3.020, 3.778, 0.094], [3.830, 3.878, 1.216], [3.328, 4.377, 2.407], [2.010, 4.803, 2.449], [1.202, 4.701, 1.327], [-0.735, 5.122, -2.144], [0.419, 6.123, -1.232], [-0.895, 5.256, -0.397], [0.828, 3.852, -3.222], [2.096, 2.927, -2.418], [2.208, 4.704, -2.507], [-0.309, 2.160, -1.811], [3.444, 3.384, -0.817], [4.864, 3.555, 1.160], [3.948, 4.418, 3.294], [1.601, 5.208, 3.367], [0.179, 5.041, 1.398], [4.376, -0.151, -0.895], [2.890, -0.012, -0.609], [2.346, -0.756, 0.231], [2.251, 0.894, -1.220], [4.700, -1.177, -0.730], [4.915, 0.504, -0.209], [4.589, 0.164, -1.916], [0.175, 2.344, 5.205], [-0.022, 0.845, 5.052], [-0.659, 0.537, 3.820], [0.303, 0.033, 2.550], [1.479, 0.997, 2.459], [-1.422, 2.390, 0.668], [0.953, -1.342, 3.221], [0.220, -2.544, 3.095], [1.108, -3.615, 2.485], [0.641, 2.562, 6.170], [-0.784, 2.861, 5.146], [0.820, 2.701, 4.402], [-0.664, 0.461, 5.852], [0.945, 0.338, 5.117], [-0.662, -2.389, 2.460], [-0.135, -2.852, 4.086], [1.470, -3.266, 1.516], [0.551, -4.547, 2.357], [1.971, -3.795, 3.128]], "e_above_lowest_kcal_mol": 7.5, "homo_energy_ev": [-2.41, -3.68], "charge": -1, "orbital_gap_ev": [4.73, 5.99], "multiplicity": 6}

***

{"formula": "C34H40N4O2PPt", "method": "ωB97M-V with the def2-TZVPD basis set", "species": ["Pt", "C", "C", "C", "C", "C", "C", "C", "C", "C", "C", "H", "H", "H", "H", "H", "H", "H", "H", "H", "H", "H", "H", "H", "H", "C", "O", "H", "H", "H", "H", "C", "N", "C", "C", "C", "N", "C", "O", "N", "H", "H", "H", "H", "H", "H", "H", "N", "P", "C", "C", "C", "C", "C", "C", "C", "C", "C", "C", "C", "C", "C", "C", "C", "C", "C", "C", "H", "H", "H", "H", "H", "H", "H", "H", "H", "H", "H", "H", "H", "H", "H"], "xyz": [[-0.761, -0.064, 0.420], [4.272, -2.977, -0.057], [3.451, -2.063, 0.862], [4.341, -1.455, 1.941], [2.709, -1.036, 0.032], [1.560, -1.412, -0.660], [0.876, -0.515, -1.495], [1.396, 0.779, -1.722], [0.810, 1.652, -2.790], [2.513, 1.159, -1.003], [3.154, 0.271, -0.139], [4.770, -3.754, 0.521], [5.038, -2.399, -0.578], [3.648, -3.461, -0.810], [2.693, -2.686, 1.354], [5.202, -0.945, 1.506], [4.734, -2.239, 2.587], [3.805, -0.733, 2.563], [1.202, -2.434, -0.580], [0.087, -0.889, -2.139], [-0.280, 1.576, -2.809], [1.171, 1.330, -3.770], [1.092, 2.695, -2.657], [2.929, 2.148, -1.149], [4.043, 0.607, 0.379], [-3.390, -0.662, 2.586], [-2.310, 0.249, 2.313], [-3.791, -0.480, 3.582], [-2.974, -1.666, 2.549], [-4.181, -0.571, 1.841], [-2.635, 1.155, 2.394], [2.009, 0.338, 4.477], [1.317, -0.748, 3.768], [1.320, -2.035, 4.220], [0.686, -3.029, 3.561], [-0.004, -2.699, 2.359], [0.004, -1.431, 1.934], [0.663, -0.466, 2.615], [0.627, 0.680, 2.110], [-0.655, -3.613, 1.649], [2.433, -0.063, 5.392], [1.299, 1.126, 4.714], [2.801, 0.740, 3.848], [1.864, -2.210, 5.138], [0.704, -4.040, 3.937], [-0.678, -4.576, 1.941], [-1.134, -3.360, 0.800], [-1.770, 1.085, -0.736], [-2.161, 2.657, -0.670], [-0.782, 3.781, -0.619], [-0.649, 4.838, -1.521], [0.438, 5.691, -1.426], [1.393, 5.487, -0.438], [1.269, 4.427, 0.453], [0.186, 3.569, 0.367], [-3.302, 2.949, 0.675], [-2.993, 3.833, 1.710], [-3.902, 4.015, 2.745], [-5.107, 3.324, 2.743], [-5.417, 2.443, 1.710], [-4.518, 2.250, 0.675], [-3.142, 3.050, -2.162], [-3.935, 4.235, -2.200], [-4.727, 4.576, -3.331], [-4.754, 3.736, -4.408], [-3.984, 2.550, -4.372], [-3.185, 2.208, -3.232], [-1.366, 4.994, -2.318], [0.545, 6.510, -2.124], [2.240, 6.156, -0.365], [2.019, 4.270, 1.217], [0.107, 2.736, 1.058], [-2.060, 4.382, 1.707], [-3.672, 4.703, 3.546], [-5.814, 3.477, 3.548], [-6.361, 1.914, 1.712], [-4.755, 1.556, -0.124], [-3.948, 4.894, -1.338], [-5.304, 5.491, -3.316], [-5.349, 3.959, -5.283], [-3.988, 1.887, -5.229], [-2.625, 1.281, -3.234]], "e_above_lowest_kcal_mol": 18.4, "homo_energy_ev": [-15.73, -15.94], "charge": 3, "orbital_gap_ev": [6.94, 3.31], "multiplicity": 5}

***

{"formula": "C34H41AuGeN6S3", "method": "ωB97M-V with the def2-TZVPD basis set", "species": ["Au", "N", "C", "N", "C", "C", "S", "C", "C", "S", "C", "N", "N", "H", "H", "H", "H", "H", "H", "C", "C", "C", "C", "N", "C", "S", "N", "C", "C", "C", "C", "H", "H", "H", "H", "H", "H", "H", "H", "H", "H", "H", "H", "H", "H", "H", "H", "H", "H", "H", "H", "C", "Ge", "C", "C", "C", "C", "C", "C", "C", "C", "C", "C", "C", "C", "C", "C", "C", "C", "C", "C", "H", "H", "H", "H", "H", "H", "H", "H", "H", "H", "H", "H", "H", "H", "H"], "xyz": [[-0.012, -0.370, 1.383], [-1.715, -0.964, 4.237], [-0.402, -1.290, 4.341], [0.407, -1.339, 3.318], [1.679, -1.733, 3.690], [1.829, -1.989, 5.006], [0.336, -1.742, 5.837], [2.669, -1.798, 2.626], [4.012, -1.917, 2.740], [4.733, -1.919, 1.172], [3.153, -1.725, 0.472], [2.192, -1.680, 1.342], [2.955, -1.702, -0.876], [-1.969, -0.534, 3.357], [-2.182, -0.610, 5.056], [2.704, -2.323, 5.535], [4.615, -1.986, 3.629], [3.630, -1.171, -1.410], [2.001, -1.466, -1.112], [-6.377, -3.966, -0.043], [-4.959, -3.452, 0.165], [-4.928, -2.077, 0.820], [-3.511, -1.541, 0.994], [-2.865, -1.285, -0.283], [-1.739, -1.915, -0.709], [-1.025, -3.208, 0.094], [-1.236, -1.378, -1.837], [-0.089, -1.854, -2.578], [-0.475, -2.375, -3.960], [-1.334, -3.635, -3.908], [-0.564, -4.867, -3.446], [-6.381, -4.951, -0.508], [-6.947, -3.290, -0.685], [-6.908, -4.043, 0.909], [-4.436, -3.402, -0.793], [-4.393, -4.153, 0.786], [-5.397, -2.129, 1.808], [-5.518, -1.371, 0.225], [-2.904, -2.263, 1.540], [-3.528, -0.604, 1.558], [-2.913, -0.316, -0.577], [-1.663, -0.525, -2.166], [0.362, -2.650, -1.985], [0.633, -1.034, -2.671], [0.445, -2.578, -4.517], [-1.001, -1.583, -4.502], [-1.753, -3.817, -4.901], [-2.182, -3.463, -3.238], [0.285, -5.064, -4.104], [-1.204, -5.751, -3.451], [-0.193, -4.744, -2.428], [-0.692, 0.977, 0.164], [0.637, 2.419, 0.098], [-0.046, 3.939, -0.950], [0.782, 4.708, -1.768], [0.282, 5.791, -2.481], [-1.062, 6.121, -2.386], [-1.903, 5.359, -1.587], [-1.396, 4.276, -0.882], [2.181, 1.739, -0.918], [2.054, 1.363, -2.257], [3.151, 0.914, -2.982], [4.402, 0.850, -2.378], [4.544, 1.221, -1.046], [3.438, 1.651, -0.322], [1.395, 3.199, 1.728], [1.388, 2.606, 2.984], [1.970, 3.242, 4.076], [2.577, 4.478, 3.916], [2.599, 5.080, 2.664], [2.004, 4.449, 1.583], [1.833, 4.452, -1.863], [0.941, 6.375, -3.112], [-1.454, 6.963, -2.941], [-2.955, 5.607, -1.518], [-2.067, 3.673, -0.278], [1.090, 1.446, -2.748], [3.038, 0.635, -4.022], [5.264, 0.523, -2.946], [5.517, 1.177, -0.572], [3.561, 1.947, 0.716], [0.927, 1.633, 3.110], [1.950, 2.769, 5.050], [3.028, 4.976, 4.765], [3.073, 6.046, 2.536], [2.012, 4.934, 0.612]], "e_above_lowest_kcal_mol": 0.0, "homo_energy_ev": [-7.10, -7.10], "charge": 0, "orbital_gap_ev": [6.86, 6.86], "multiplicity": 1}

***

{"formula": "C34H41BrClF5N3PS", "method": "ωB97M-V with the def2-TZVPD basis set", "species": ["C", "C", "C", "C", "C", "C", "C", "C", "C", "C", "C", "C", "C", "F", "F", "C", "C", "C", "C", "C", "C", "F", "F", "F", "C", "N", "C", "C", "N", "C", "C", "C", "C", "Br", "C", "C", "C", "C", "C", "C", "Cl", "C", "P", "N", "C", "S", "H", "H", "H", "H", "H", "H", "H", "H", "H", "H", "H", "H", "H", "H", "H", "H", "H", "H", "H", "H", "H", "H", "H", "H", "H", "H", "H", "H", "H", "H", "H", "H", "H", "H", "H", "H", "H", "H", "H", "H", "H"], "xyz": [[-2.120, -1.390, 5.260], [-1.547, -0.011, 5.556], [-0.083, 0.101, 5.147], [0.433, 1.540, 5.103], [-0.323, 2.389, 4.064], [0.590, 3.181, 3.114], [1.210, 2.303, 2.045], [2.443, 1.726, 2.353], [3.072, 0.849, 1.486], [2.457, 0.557, 0.285], [1.243, 1.143, -0.092], [0.607, 2.031, 0.798], [-0.703, 2.742, 0.467], [-1.618, 2.524, 1.442], [-1.288, 2.274, -0.662], [-0.522, 4.245, 0.284], [0.566, 4.775, -0.401], [0.708, 6.152, -0.545], [-0.227, 7.028, -0.003], [-1.311, 6.496, 0.686], [-2.310, 7.416, 1.318], [-2.481, 8.533, 0.616], [-3.503, 6.847, 1.473], [-1.904, 7.792, 2.546], [-1.465, 5.119, 0.825], [0.684, 0.806, -1.359], [1.282, 1.536, -2.491], [0.716, 1.136, -3.848], [1.691, 0.357, -4.648], [0.609, -0.606, -1.552], [-0.574, -1.192, -1.949], [-0.721, -2.563, -2.174], [-2.129, -2.979, -2.591], [-3.426, -2.140, -1.329], [-2.529, -4.448, -2.719], [-2.802, -5.181, -1.392], [0.420, -3.363, -2.027], [0.408, -4.852, -2.274], [0.687, -5.301, -3.740], [0.122, -6.701, -4.008], [0.135, -4.123, -4.971], [1.641, -2.782, -1.620], [3.168, -3.733, -1.390], [3.435, -4.208, 0.096], [1.728, -1.412, -1.371], [3.207, -0.606, -0.834], [-3.183, -1.433, 5.476], [-1.996, -1.595, 4.198], [-1.602, -2.164, 5.822], [-1.624, 0.226, 6.619], [-2.167, 0.710, 5.028], [0.030, -0.354, 4.158], [0.508, -0.505, 5.834], [1.497, 1.513, 4.894], [0.284, 1.948, 6.102], [-0.966, 1.723, 3.499], [-0.985, 3.083, 4.577], [0.089, 4.048, 2.702], [1.409, 3.565, 3.720], [2.920, 1.939, 3.295], [4.013, 0.388, 1.741], [1.308, 4.104, -0.801], [1.574, 6.520, -1.072], [-0.114, 8.095, -0.090], [-2.320, 4.754, 1.368], [1.058, 2.589, -2.338], [2.370, 1.461, -2.524], [0.493, 2.054, -4.388], [-0.222, 0.598, -3.765], [1.254, -0.488, -4.994], [1.947, 0.888, -5.468], [-1.414, -0.529, -2.078], [-2.362, -2.476, -3.521], [-3.472, -4.458, -3.263], [-1.844, -5.021, -3.318], [-2.632, -6.245, -1.569], [-3.842, -5.100, -1.109], [-2.148, -4.854, -0.591], [1.227, -5.300, -1.719], [-0.468, -5.335, -1.869], [1.764, -5.333, -3.835], [-0.765, -6.678, -4.630], [0.895, -7.316, -4.456], [-0.128, -7.168, -3.059], [4.226, -2.934, -1.868], [3.135, -4.842, -2.258], [2.663, -3.882, 0.671]], "smiles": "CCCCCCc1ccc2c(c1C(F)(F)c1cccc(C(F)(F)F)c1)N(CCN)c1cc([C@H](Br)CC)c(C[C@@H](C)Cl)c([PH2]=N)c1S2", "homo_energy_ev": -8.27, "charge": 0, "orbital_gap_ev": 8.50, "multiplicity": 1}

***

| no. | molecular weight (g mol⁻¹) |
| --- | --- |
| 1 | 926.0 |
| 2 | 790.1 |
| 3 | 762.8 |
| 4 | 899.5 |
| 5 | 765.1 |